Below is C6H17NO as an isolated structure at a distorted geometry, with properties calculated with the ωB97M-V functional and the def2-TZVPD basis.

```
25
Properties=species:S:1:pos:R:3:forces:R:3
C -0.1546 2.0491 -1.5727 0.87 0.13 -0.47
N 0.6057 1.2058 -0.6444 -2.44 0.42 2.16
C -0.7998 0.5326 0.6051 5.08 -3.67 2.23
C -0.0755 -0.4001 1.6619 1.28 -0.49 -1.71
C 0.6501 -1.6036 1.0598 -0.59 -1.34 0.05
C -0.3052 -2.5312 0.2613 0.46 0.46 0.14
C -1.2693 1.7567 1.1740 -3.27 -0.32 -1.59
H -1.2219 1.8210 -1.6831 -0.25 -0.05 0.24
H -0.0383 3.1010 -1.3129 -0.37 0.01 -0.05
H 0.2519 1.9288 -2.5701 0.14 -0.19 -0.26
H 0.6231 1.7990 0.1778 1.58 0.07 -0.23
H -0.8793 -0.2713 -0.1318 -2.02 0.41 -0.67
H -0.8341 -0.8157 2.3155 -0.40 0.49 0.23
H 0.6384 0.2147 2.1811 0.09 0.47 0.60
H 1.0576 -2.2311 1.8738 0.08 0.52 -0.18
H 1.4292 -1.3700 0.3467 0.39 0.41 0.29
H -0.4415 -2.1222 -0.7387 0.02 -0.25 -0.16
H 0.1269 -3.5361 0.1734 -0.23 0.27 -0.08
H -1.2766 -2.5778 0.7310 -0.39 -0.30 0.30
H -2.2926 1.8316 1.5102 -0.21 -0.07 -0.36
H -0.5852 2.2874 1.8127 0.67 0.15 -0.33
H -1.4814 1.1977 -0.1201 -1.13 3.38 0.42
H 1.9537 -0.8363 -2.4147 0.46 0.38 -0.26
H 0.9378 -0.1064 -1.3839 1.18 -0.91 -0.69
O 1.1784 -0.9687 -1.8854 -1.03 0.03 0.38
```
Forces are in eV/Å.

As for the charge: 0. For the maximum force, the calculation gives 0.129 hartree/bohr. For the highest occupied orbital energy, the calculation gives -8.2 eV. The HOMO-LUMO gap comes out at 0.3344 hartree. As for the total energy: -10027.612 eV. Its energy relative to the best compared isomer or geometry (same formula, charge and spin) is 7.970 eV.


Below is a 2-piece molecular cluster, C2H2ClF overall at a distorted geometry, with properties calculated with the ωB97M-V functional and the def2-TZVPD basis.

```
6
Properties=species:S:1:pos:R:3:forces:R:3
C 0.8369 0.1272 0.0149 0.55 4.98 -0.50
C -0.3853 0.5473 -0.0297 -0.01 -2.76 0.24
F -1.3100 -1.8644 0.0137 0.78 1.87 -0.01
Cl -1.8390 1.1579 -0.0048 0.01 0.34 -0.08
H 1.7103 0.9103 -0.0613 -1.77 -1.61 0.23
H 0.9870 -0.8784 0.0672 0.45 -2.83 0.13
```
Forces are in eV/Å.

As for the charge: 0. For the maximum force, the calculation gives 0.098 hartree/bohr. For the highest occupied orbital energy (spin up / spin down), the calculation gives -9.4 / -9.2 eV. The HOMO-LUMO gap (spin up / spin down) comes out at 0.2696 / 0.2600 hartree. As for the total energy: -17340.838 eV. Its energy relative to the best compared isomer or geometry (same formula, charge and spin) is 4.672 eV.